(1)
The following is a quantum chemistry calculation of C24H40MnN7SSb2 as an isolated structure at a distorted geometry, from OMol25.

Structure (XYZ):
```
75
Properties=species:S:1:pos:R:3
Mn 1.67 0.92 0.76
N 5.55 -1.01 0.06
C 4.42 -0.39 0.48
S 3.03 -0.39 -0.61
N 4.41 0.12 1.67
N 3.22 0.79 1.90
C 2.44 0.36 2.85
C 1.19 1.10 3.16
C 0.44 0.86 4.31
C -0.68 1.65 4.50
C -1.04 2.61 3.55
C -0.30 2.72 2.40
N 0.79 1.96 2.19
H 5.60 -1.41 -0.86
H 6.37 -1.01 0.64
H 2.70 -0.51 3.45
H 0.74 0.11 5.02
H -1.28 1.53 5.40
H -1.90 3.25 3.70
H -0.55 3.41 1.61
C -0.25 -2.86 4.55
Sb -0.09 -1.52 0.76
C -2.12 -0.85 0.98
C -0.50 -3.66 0.84
C -1.88 -3.96 0.32
C -2.92 -4.15 1.22
C -4.21 -4.40 0.78
C -4.47 -4.47 -0.58
C -3.44 -4.28 -1.49
C -2.14 -4.04 -1.05
C -1.04 -3.86 -2.06
Sb -0.31 -1.86 -2.00
C -1.80 -0.76 -2.98
C 1.32 -1.80 -3.30
H -1.14 -2.72 3.95
H -0.34 -2.83 5.63
H 0.66 -3.22 4.10
H -2.61 -1.50 1.71
H -2.69 -0.89 0.06
H -2.10 0.17 1.36
H -0.39 -3.92 1.89
H 0.30 -4.13 0.29
H -2.72 -4.12 2.29
H -5.01 -4.56 1.50
H -5.47 -4.67 -0.94
H -3.64 -4.36 -2.55
H -1.39 -4.02 -3.08
H -0.18 -4.50 -1.90
H -2.27 -1.43 -3.70
H -1.32 0.07 -3.50
H -2.55 -0.39 -2.28
H 0.96 -2.13 -4.27
H 2.10 -2.46 -2.93
H 1.71 -0.78 -3.35
C -1.63 3.00 -1.98
N -0.28 3.49 -2.15
C -0.04 4.25 -3.38
C 0.75 3.04 -1.38
N 0.66 1.87 -0.76
N 1.82 3.84 -1.26
C 1.69 5.30 -1.28
C 3.08 3.34 -0.70
H -2.34 3.81 -2.16
H -1.79 2.64 -0.96
H -1.88 2.19 -2.68
H -0.50 3.73 -4.22
H 1.02 4.34 -3.57
H -0.48 5.25 -3.32
H -0.17 1.38 -1.08
H 0.65 5.59 -1.40
H 2.28 5.74 -2.09
H 2.05 5.70 -0.33
H 3.01 3.15 0.37
H 3.83 4.12 -0.84
H 3.40 2.44 -1.21
```

Orbital gap (alpha / beta)   7.3 / 6.9 eV
Multiplicity   5
Charge   +2
LUMO energy (alpha / beta)   -5.75 / -5.97 eV
Expectation value of S²   6.09
Molecular weight   757.16 g/mol
HOMO (alpha / beta)   -13.07 / -12.89 eV

(2)
The following is a quantum chemistry calculation of C24H40N8OV as an isolated structure at a distorted geometry, from OMol25.

Structure (XYZ):
```
74
Properties=species:S:1:pos:R:3
V -0.22 0.85 0.28
C 4.35 1.14 -0.63
C 2.94 0.90 -0.18
N 1.87 1.59 -0.40
C 1.93 2.88 -1.14
C 1.02 3.80 -0.28
N -0.18 3.00 0.11
C -1.76 2.59 -1.68
C -3.27 0.94 -0.64
N -2.37 0.65 0.53
C -2.60 1.41 1.78
C -2.12 0.39 2.77
N -0.75 0.09 2.37
C 0.02 -0.74 3.00
C -0.40 -1.52 4.20
C 1.37 -0.95 2.40
C 2.37 -1.82 2.89
C 3.63 -1.93 2.20
C 3.86 -1.07 1.14
C 2.79 -0.26 0.72
N 1.61 -0.20 1.29
H 4.40 1.85 -1.44
H 4.89 0.29 -0.98
H 4.96 1.58 0.18
H 1.63 2.67 -2.17
H 2.92 3.30 -1.24
H 0.71 4.72 -0.77
H 1.57 3.98 0.69
H -0.90 3.66 0.56
H -1.75 2.06 -2.64
H -1.71 3.66 -2.00
H -3.13 0.19 -1.45
H -4.27 0.73 -0.22
H -2.50 -0.37 0.81
H -3.67 1.72 1.85
H -1.97 2.34 1.87
H -2.85 -0.45 2.63
H -2.27 0.81 3.76
H -1.41 -1.32 4.56
H 0.30 -1.41 5.03
H -0.39 -2.57 3.84
H 2.27 -2.29 3.89
H 4.49 -2.44 2.67
H 4.80 -1.09 0.66
C -5.49 2.79 -0.51
C -4.31 3.05 -1.48
C -3.08 2.31 -1.09
N -0.65 2.18 -0.92
H -6.37 3.43 -0.70
H -5.09 2.93 0.47
H -5.84 1.83 -0.67
H -4.08 4.13 -1.61
H -4.46 2.68 -2.50
C -0.39 -3.70 0.54
N 0.37 -3.23 -0.56
C 0.77 -4.30 -1.46
C 1.65 -3.80 -2.62
C 2.43 -2.62 -2.03
N 1.47 -1.55 -1.77
C 1.09 -0.58 -2.85
C 0.49 -1.90 -0.92
O -0.38 -1.07 -0.46
H -1.25 -4.27 0.17
H -0.73 -2.94 1.21
H 0.22 -4.32 1.13
H -0.07 -4.86 -1.87
H 1.32 -5.05 -0.81
H 0.97 -3.57 -3.48
H 2.26 -4.59 -2.91
H 3.19 -2.22 -2.71
H 2.81 -2.95 -1.09
H 0.75 0.38 -2.46
H 0.27 -1.05 -3.42
H 1.95 -0.46 -3.49
```

Orbital gap (alpha / beta)   6.5 / 7.6 eV
Multiplicity   4
Charge   +2
LUMO energy (alpha / beta)   -6.10 / -6.23 eV
Expectation value of S²   3.77
Molecular weight   507.58 g/mol
HOMO (alpha / beta)   -12.59 / -13.88 eV

Q: The highest multiplicity belongs to which entry?
A: C24H40MnN7SSb2